# 1
{"formula": "C4H8O3", "method": "the ωB97M-V functional and the def2-TZVPD basis", "max_force_ev_per_a": 2.40, "charge": 1, "multiplicity": 2, "e_lumo_ev": [-3.8, -10.2], "elements": ["O", "C", "O", "C", "C", "C", "O", "H", "H", "H", "H", "H", "H", "H", "H"], "positions_angstrom": [[-1.82127, -1.16801, 0.12538], [-0.73029, -1.24191, 0.59149], [-0.38738, -2.09942, 1.59792], [0.44846, -0.37574, 0.16739], [0.11202, 0.46056, -1.04199], [0.42596, 2.02128, -0.89816], [1.68846, 2.20448, -0.43189], [-0.85061, -2.93389, 1.36604], [1.26029, -1.10327, 0.08653], [0.60349, 0.31224, 1.01012], [0.63303, 0.10556, -1.93649], [-0.96667, 0.50688, -1.28132], [0.18831, 2.43864, -1.88457], [-0.31791, 2.53295, -0.28842], [2.35171, 2.08423, -1.12640]], "mulliken_spin": [0.006, 0.014, 0.014, 0.017, 0.225, 0.151, 0.517, 0.000, 0.004, 0.012, -0.009, 0.029, 0.034, 0.000, -0.014]}

# 2
{"formula": "C4H8O3Rb", "method": "the ωB97M-V functional and the def2-TZVPD basis", "max_force_ev_per_a": 1.21, "charge": 0, "multiplicity": 2, "e_lumo_ev": [-0.3, -0.3], "elements": ["C", "C", "O", "O", "H", "H", "H", "Rb", "O", "C", "C", "H", "H", "H", "H", "H"], "positions_angstrom": [[2.99823, 0.33100, -1.60628], [2.15220, -1.30230, -1.53520], [1.58396, -1.37034, -0.37971], [2.12668, 1.21849, -1.26026], [3.34797, 0.32105, -2.65846], [3.80076, 0.08988, -0.88066], [3.01245, -1.97258, -1.73767], [0.19153, 0.87219, 0.93767], [-3.47341, 0.98502, 0.72623], [-4.65221, 1.03961, 0.42918], [-5.18661, 1.59764, -0.83784], [-5.40494, 0.70981, 1.17498], [1.49635, -1.16249, -2.42620], [-6.27897, 1.53636, -0.88256], [-4.72638, 1.05425, -1.67919], [-4.85245, 2.64328, -0.93332]], "mulliken_spin": [0.163, 0.163, 0.297, 0.294, 0.009, 0.030, 0.008, 0.006, 0.000, 0.000, 0.000, 0.000, 0.030, 0.000, 0.000, 0.000]}

# 3
{"formula": "C4H8O3S", "method": "the ωB97M-V functional and the def2-TZVPD basis", "max_force_ev_per_a": 2.95, "charge": 0, "e_lumo_ev": -1.7, "elements": ["C", "C", "C", "C", "O", "O", "O", "S", "H", "H", "H", "H", "H", "H", "H", "H"], "positions_angstrom": [[-0.41723, 0.00680, -1.05449], [0.64783, -0.06154, -0.15882], [1.19515, 1.27461, 0.24197], [1.23265, -1.26588, 0.45559], [-1.93376, -1.31423, 0.79725], [-1.98608, 1.16873, 0.69640], [-3.35060, -0.14093, -0.80271], [-2.21228, -0.09871, 0.07855], [-0.66654, 0.97412, -1.41545], [-0.64301, -0.81342, -1.75286], [0.47116, 2.04365, 0.28606], [1.91282, 1.63651, -0.47150], [1.64562, 1.42394, 1.31307], [2.14597, -1.61728, -0.15688], [0.31877, -2.04234, 0.40984], [1.63955, -1.17403, 1.53399]], "mulliken_charge": [-1.344, 1.185, -1.354, -0.965, -0.529, -0.522, -0.514, 1.179, 0.458, 0.428, 0.413, 0.358, 0.314, 0.290, 0.292, 0.311]}

# 4
{"formula": "C4H8O3S", "method": "the ωB97M-V functional and the def2-TZVPD basis", "max_force_ev_per_a": 4.77, "charge": 0, "smiles": "O[C@@H]1[C@@H](O)[C@H](S)[C@H]1O", "e_lumo_ev": 0.6, "elements": ["O", "C", "C", "O", "C", "S", "C", "O", "H", "H", "H", "H", "H", "H", "H", "H"], "positions_angstrom": [[-2.21821, 0.16298, -1.00954], [-1.10566, 0.25778, 0.07472], [0.21505, 1.02836, -0.16245], [0.24560, 2.29607, 0.50177], [1.01696, -0.14791, 0.31847], [2.63921, -0.47009, -0.50583], [-0.23787, -1.09687, -0.11573], [-0.73801, -2.32666, 0.46672], [-2.81512, -0.47672, -0.40531], [-1.57080, 0.45748, 1.07937], [0.46800, 1.18947, -1.30203], [-0.18351, 2.99731, -0.23034], [1.28403, -0.14579, 1.49717], [3.22281, 0.61181, 0.14023], [-0.38429, -1.56349, -1.06490], [0.16182, -2.77372, 0.71765]], "mulliken_charge": [-0.567, -0.194, 0.154, -0.586, -0.283, -0.235, -0.285, -0.555, 0.356, 0.246, 0.268, 0.389, 0.331, 0.152, 0.465, 0.343]}

# 5
{"formula": "C4H8O4", "method": "the ωB97M-V functional and the def2-TZVPD basis", "max_force_ev_per_a": 5.49, "charge": 0, "smiles": "C=C(O)[C@H](O)C(O)O", "e_lumo_ev": 0.6, "elements": ["C", "C", "O", "C", "O", "C", "O", "O", "H", "H", "H", "H", "H", "H", "H", "H"], "positions_angstrom": [[0.22303, 2.11908, -0.11253], [0.79660, 0.96742, 0.18278], [2.20882, 1.04755, 0.86938], [0.49604, -0.44426, 0.34604], [1.51506, -1.24871, -0.20697], [-0.97952, -0.72674, -0.52699], [-1.42097, -1.95576, 0.02462], [-2.06107, 0.16068, -0.43935], [0.78141, 3.04041, 0.02097], [-0.79532, 2.20206, -0.47090], [2.73113, 0.33038, 0.45864], [0.29262, -0.71726, 1.38165], [1.29546, -2.16872, 0.01795], [-0.72388, -0.87785, -1.57958], [-2.24067, -2.17628, -0.45102], [-2.11874, 0.44801, 0.48532]], "mulliken_charge": [-0.827, 0.317, -0.583, 0.329, -0.603, -0.070, -0.528, -0.540, 0.274, 0.317, 0.310, 0.253, 0.364, 0.322, 0.323, 0.341]}

# 6
{"formula": "C4H8OS2", "method": "the ωB97M-V functional and the def2-TZVPD basis", "max_force_ev_per_a": 2.12, "charge": 0, "smiles": "O[C@H]1[C@H](S)C[C@@H]1S", "e_lumo_ev": 0.7, "elements": ["O", "C", "C", "S", "C", "C", "S", "H", "H", "H", "H", "H", "H", "H", "H"], "positions_angstrom": [[-1.72774, -1.33243, 0.21946], [-0.72149, -0.44769, -0.16825], [-0.45720, 0.77174, 0.69525], [-1.23815, 2.40813, 0.47419], [1.02638, 0.64316, 0.37004], [0.73056, -0.81077, 0.13923], [1.75744, -1.74487, -1.03497], [-1.63550, -2.19499, -0.19000], [-0.84807, -0.09687, -1.19629], [-0.63583, 0.55575, 1.79425], [-1.19657, 2.66155, -0.83564], [1.26080, 1.12200, -0.57489], [1.81100, 0.89350, 1.06278], [0.84496, -1.42300, 1.05804], [2.44301, -2.40926, -0.11892]], "mulliken_charge": [-0.555, 0.077, -0.205, -0.228, -0.587, -0.230, -0.208, 0.325, 0.274, 0.241, 0.106, 0.268, 0.338, 0.245, 0.139]}

# 7
{"formula": "C4H8OS2", "method": "the ωB97M-V functional and the def2-TZVPD basis", "max_force_ev_per_a": 5.07, "charge": 0, "smiles": "CC(=O)SCCS", "e_lumo_ev": 0.7, "elements": ["C", "C", "O", "S", "C", "C", "S", "H", "H", "H", "H", "H", "H", "H", "H"], "positions_angstrom": [[-1.59788, 1.33231, -1.82954], [-0.87045, 0.14961, -1.10107], [-0.48404, -0.84654, -1.55661], [-0.71459, 0.56105, 0.61256], [0.10590, -0.90617, 1.32736], [1.61830, -0.46714, 1.64489], [2.40104, -0.14226, 0.02429], [-2.61570, 1.24716, -1.81618], [-1.14447, 1.25613, -2.77694], [-1.37356, 2.27573, -1.37361], [-0.01391, -1.76168, 0.64546], [-0.44411, -1.18049, 2.26119], [1.52217, 0.31225, 2.39915], [2.27290, -1.22414, 2.20531], [1.33841, -0.60582, -0.66624]], "mulliken_charge": [-1.305, 0.734, -0.519, -0.053, -0.916, -0.378, -0.180, 0.344, 0.364, 0.374, 0.386, 0.368, 0.335, 0.320, 0.127]}

# 8
{"formula": "C4H8OS2", "method": "the ωB97M-V functional and the def2-TZVPD basis", "max_force_ev_per_a": 5.12, "charge": 0, "e_lumo_ev": -0.7, "elements": ["C", "C", "C", "C", "H", "H", "H", "H", "H", "H", "H", "H", "O", "S", "S"], "positions_angstrom": [[0.00249, 0.62532, -2.02070], [-1.33374, -0.38074, 0.43364], [-0.32929, 0.43717, 1.11022], [0.96126, -0.26519, 1.25179], [0.69075, 0.29143, -3.02538], [-0.94814, 1.64570, -2.44470], [0.76329, 1.15105, -1.00952], [-0.10159, 1.30146, 0.59189], [-0.81769, 0.41016, 2.13315], [0.65511, -1.20144, 1.81849], [1.74385, 0.33540, 1.83805], [0.75529, -1.37261, -0.23170], [1.38102, -0.62652, -0.08603], [-1.15045, -0.67644, -1.31509], [-2.27217, -1.67474, 0.95587]], "mulliken_charge": [-0.657, 0.118, -0.671, -0.393, 0.296, 0.236, 0.169, 0.444, 0.304, 0.309, 0.289, 0.346, -0.520, -0.058, -0.211]}